{
  "formula": "C33H88O11",
  "method": "ωB97M-V/def2-TZVPD",
  "species": ["C", "C", "C", "O", "H", "H", "H", "H", "H", "H", "H", "H", "C", "C", "C", "O", "H", "H", "H", "H", "H", "H", "H", "H", "C", "C", "C", "O", "H", "H", "H", "H", "H", "H", "H", "H", "C", "C", "C", "O", "H", "H", "H", "H", "H", "H", "H", "H", "C", "C", "C", "O", "H", "H", "H", "H", "H", "H", "H", "H", "C", "C", "C", "O", "H", "H", "H", "H", "H", "H", "H", "H", "C", "C", "C", "O", "H", "H", "H", "H", "H", "H", "H", "H", "C", "C", "C", "O", "H", "H", "H", "H", "H", "H", "H", "H", "C", "C", "C", "O", "H", "H", "H", "H", "H", "H", "H", "H", "C", "C", "C", "O", "H", "H", "H", "H", "H", "H", "H", "H", "C", "C", "C", "O", "H", "H", "H", "H", "H", "H", "H", "H"],
  "xyz": [[-8.7692, -3.3534, -3.4469], [-7.8513, -2.7617, -2.3716], [-7.8534, -3.6652, -1.1351], [-6.4887, -2.7742, -2.7601], [-9.7284, -3.5757, -2.9794], [-8.4173, -4.3267, -3.7889], [-8.8474, -2.6580, -4.2826], [-8.1225, -1.7362, -2.1209], [-7.5775, -4.7061, -1.3042], [-8.8777, -3.8114, -0.7923], [-7.1955, -3.2800, -0.3561], [-5.9885, -2.1295, -2.2543], [9.3469, 4.0412, -2.2614], [8.6097, 4.9197, -1.2265], [7.2433, 4.2618, -0.8955], [9.3100, 4.9948, -0.0136], [10.1697, 4.5904, -2.7192], [8.7088, 3.7463, -3.0945], [9.6701, 3.1066, -1.8028], [8.4285, 5.9074, -1.6505], [6.6631, 4.1403, -1.8101], [6.5610, 4.8605, -0.2921], [7.3333, 3.2894, -0.4112], [9.0983, 4.1849, 0.4563], [-7.1540, 4.4865, -5.7222], [-6.1156, 5.4654, -5.1709], [-5.0196, 4.6779, -4.4197], [-5.4070, 6.1177, -6.2304], [-7.6884, 4.0545, -4.8761], [-6.7114, 3.7650, -6.4089], [-7.9335, 5.0263, -6.2598], [-6.6045, 6.1958, -4.5262], [-5.4788, 4.1142, -3.6076], [-4.2374, 5.2815, -3.9595], [-4.6627, 3.9467, -5.1450], [-4.8272, 6.7869, -5.8595], [1.7185, -10.8071, -0.0461], [0.4994, -11.5832, 0.4980], [0.1369, -12.7557, -0.4030], [0.7990, -11.9738, 1.8299], [1.9062, -9.8978, 0.5248], [1.6571, -10.6796, -1.1269], [2.5413, -11.4979, 0.1384], [-0.3239, -10.8691, 0.4761], [-0.1403, -12.4850, -1.4218], [-0.7155, -13.2814, 0.0273], [0.8906, -13.5428, -0.3787], [0.2473, -12.7443, 1.9828], [1.5668, 11.4240, 1.2989], [1.8577, 9.9115, 1.2754], [1.9763, 9.3231, 2.7333], [0.8165, 9.2072, 0.6204], [1.6837, 11.8260, 0.2925], [2.2696, 12.0190, 1.8821], [0.5651, 11.6610, 1.6574], [2.7501, 9.6523, 0.7057], [2.8927, 9.5942, 3.2574], [1.9030, 8.2365, 2.6873], [1.1495, 9.6865, 3.3436], [0.6848, 9.5969, -0.2470], [-0.5634, -2.6421, 0.7604], [-0.4753, -1.1598, 1.0972], [0.8292, -0.5000, 0.7448], [-1.4214, -0.4769, 0.3432], [-0.4583, -2.7775, -0.3161], [-1.5529, -3.0451, 0.9760], [0.1313, -3.2248, 1.3653], [-0.7570, -1.0906, 2.1479], [0.7885, 0.5839, 0.8520], [1.1445, -0.7571, -0.2664], [1.6044, -0.9186, 1.3866], [-1.3759, 0.4179, 0.6881], [1.0403, 1.4317, -6.5256], [1.0550, 2.5700, -7.5934], [1.4696, 3.8810, -6.9027], [2.1041, 2.2581, -8.5097], [2.0470, 1.1751, -6.1955], [0.6751, 0.5330, -7.0228], [0.4414, 1.6574, -5.6433], [0.1016, 2.5971, -8.1209], [2.3895, 3.7922, -6.3249], [0.7041, 4.2457, -6.2178], [1.6106, 4.6231, -7.6885], [2.4082, 3.0416, -8.9735], [-2.8684, -7.6508, -5.3797], [-3.5521, -7.7950, -6.6768], [-4.5062, -8.9758, -6.6827], [-4.2251, -6.5916, -6.8761], [-3.5468, -7.3860, -4.5687], [-2.0836, -6.9017, -5.4845], [-2.4181, -8.6143, -5.1408], [-2.7847, -7.9431, -7.4365], [-4.0359, -9.9321, -6.4538], [-4.9336, -9.0731, -7.6807], [-5.2863, -8.9011, -5.9252], [-4.2122, -6.2282, -5.9876], [5.1254, 4.1139, 9.1332], [3.8589, 3.5504, 8.7259], [3.9379, 2.2380, 7.9615], [3.1477, 3.2681, 9.9098], [4.9633, 4.9157, 9.8536], [5.6354, 4.5105, 8.2553], [5.7470, 3.3489, 9.5984], [3.3045, 4.2375, 8.0866], [4.3881, 1.4831, 8.6062], [4.5862, 2.4227, 7.1049], [3.0199, 1.7381, 7.6527], [3.6669, 2.6785, 10.4614], [4.5573, -6.0668, 6.8770], [6.0315, -5.7026, 6.8631], [6.8635, -6.3839, 7.9823], [6.5936, -6.1117, 5.6637], [4.3096, -7.1263, 6.9410], [4.0704, -5.7127, 5.9684], [4.0369, -5.5735, 7.6979], [6.2267, -4.6320, 6.9240], [6.8204, -5.8747, 8.9451], [7.9063, -6.2375, 7.7007], [6.7667, -7.4526, 8.1734], [6.5327, -7.0671, 5.5916], [-4.7427, 6.4228, 3.6397], [-4.1563, 5.0398, 3.7916], [-5.1301, 3.8717, 3.8052], [-3.3074, 4.8496, 2.6858], [-3.9580, 7.1792, 3.6501], [-5.2371, 6.5685, 4.6001], [-5.3677, 6.5866, 2.7619], [-3.4445, 5.0251, 4.6170], [-5.7501, 4.0019, 2.9183], [-5.8152, 3.8875, 4.6528], [-4.6817, 2.8792, 3.8504], [-2.9109, 5.6977, 2.4731]],
  "forces_ev_per_angstrom": [[0.5, 0.3, 0.4], [0.6, -1.6, 0.9], [-1.2, -0.1, 0.4], [0.6, 0.3, -1.4], [-0.2, 0.4, -0.2], [0.4, 0.1, -0.1], [-0.3, -0.2, -0.1], [-0.4, 0.0, 0.1], [0.6, 0.2, -0.7], [-0.1, 0.5, 0.6], [-0.2, 0.1, 0.1], [-0.1, 0.0, 0.1], [-0.2, 0.4, -0.1], [-1.5, -1.8, -0.2], [-0.5, 0.6, -0.9], [0.7, 0.7, 0.2], [0.3, -0.2, 0.3], [-0.3, 0.2, 0.0], [0.3, 0.1, 0.1], [0.2, 0.2, 0.3], [0.1, -0.4, -0.2], [0.5, 0.3, 0.4], [0.3, -0.1, -0.1], [0.2, 0.0, 0.2], [-0.2, 1.2, 0.0], [1.5, -0.7, 0.2], [-1.3, -0.4, 0.4], [-0.8, 0.2, -0.6], [0.3, -0.5, 0.0], [0.0, -0.2, 0.3], [0.1, 0.1, -0.2], [-0.1, 0.1, 0.1], [0.0, -0.1, 0.2], [0.1, 0.1, -0.4], [0.5, 0.1, 0.2], [0.0, 0.0, 0.1], [-0.1, -1.4, 0.6], [0.6, 1.2, -1.2], [-0.3, -0.6, 0.8], [-0.2, -0.2, -0.4], [-0.1, 0.1, -0.3], [-0.1, 0.4, 0.1], [0.4, 0.2, -0.1], [-0.4, -0.1, 0.3], [0.2, 0.1, 0.1], [-0.5, 0.1, 0.0], [0.5, 0.3, -0.3], [0.0, -0.1, 0.4], [0.5, -0.1, -0.5], [0.1, 0.0, 1.5], [-0.4, 0.3, -1.1], [-0.6, -0.2, 0.2], [-0.3, 0.0, -0.2], [0.2, -0.3, 0.3], [0.0, -0.3, 0.0], [0.5, 0.5, 0.2], [0.1, 0.1, -0.3], [0.1, 0.0, 0.0], [-0.1, 0.0, -0.1], [0.0, 0.0, -0.1], [-0.3, 0.2, -0.2], [0.1, -0.8, -0.1], [1.2, -1.0, 0.7], [-1.6, 0.5, -0.5], [0.5, -0.2, 0.0], [-0.1, 0.3, 0.2], [0.3, 0.0, -0.3], [0.4, 0.3, 0.4], [0.0, 0.0, 0.1], [-0.3, 0.1, -0.2], [0.3, 0.3, 0.2], [-0.4, 0.3, -0.3], [0.0, -0.1, -1.2], [1.6, -0.1, 1.8], [-0.9, 0.1, -0.4], [-0.1, -0.8, -0.2], [0.1, 0.4, -0.1], [-0.2, -0.1, 0.2], [-0.2, 0.1, -0.2], [-0.1, 0.3, 0.1], [0.1, -0.3, -0.2], [-0.1, 0.0, -0.1], [0.1, 0.3, 0.1], [-0.2, 0.1, 0.1], [1.4, -0.8, 0.8], [-0.2, -1.0, 0.2], [-0.2, -0.4, -0.3], [-0.6, 0.8, -0.6], [-0.1, 0.0, 0.0], [0.0, 0.0, 0.3], [0.3, 0.1, 0.4], [-0.1, 0.1, -0.4], [0.5, 0.0, -0.1], [-0.3, 0.0, 0.1], [-0.2, 0.4, -0.1], [-0.5, 0.7, -0.3], [2.0, 0.9, -0.3], [-2.0, -1.9, -0.3], [1.0, -0.2, -0.3], [-1.6, 0.5, 0.7], [0.0, 0.0, -0.1], [0.4, 0.1, 0.1], [0.2, 0.0, 0.0], [-0.4, 0.3, 0.5], [0.5, 0.0, 0.1], [0.0, -0.5, -0.3], [-0.3, 0.8, -0.1], [0.2, -0.1, -0.1], [-0.7, 0.8, 0.2], [0.2, -1.7, 1.4], [0.7, 1.0, 0.4], [0.6, 0.0, -1.7], [0.5, -0.2, 0.1], [0.1, 0.1, -0.1], [0.0, 0.0, 0.2], [-0.4, 0.0, 0.0], [-0.5, 0.0, 0.1], [0.1, 0.0, -0.2], [-0.6, 0.0, -0.4], [0.0, -0.1, 0.0], [-0.3, 0.0, 1.6], [1.0, -0.1, -0.5], [-0.6, 0.6, 0.2], [0.7, -0.8, -1.5], [0.2, -0.1, -0.2], [-0.8, 0.5, -0.2], [-0.2, -0.3, 0.2], [-0.6, 0.0, 0.9], [0.0, -0.4, -0.2], [0.0, 0.4, 0.2], [0.4, 0.2, -0.4], [0.1, -0.1, -0.1]],
  "charge": 0,
  "relative_energy_kj_mol": 481.6,
  "orbital_gap_ev": 10.33,
  "smiles": "CC(C)O.CC(C)O.CC(C)O.CC(C)O.CC(C)O.CC(C)O.CC(C)O.CC(C)O.CC(C)O.CC(C)O.CC(C)O",
  "lumo_energy_ev": 0.406,
  "e_homo_ev": -9.9
}